No. 1
Below is a cluster of 5 separate species, C17H43O16P3S2 in total at a distorted geometry, with properties calculated with ωB97M-V with the def2-TZVPD basis set.

Values from the calculation:
* Kohn-Sham gap: 10.695 eV
* SMILES string: COP(=O)(OC)OC.COP(=O)(OC)OC.COP(=O)(OC)OC.O=S1(=O)CCCC1.O=S1(=O)CCCC1
* strongest force on any atom: 1.913 eV Å⁻¹
* M: 660.57 g/mol

The geometry in ORCA input format:
```
! wB97M-V def2-TZVPD RIJCOSX def2/J DEFGRID3
* xyz 0 1
C -1.3420 1.9636 -1.4698
O -1.2735 0.6047 -0.9638
P -0.2192 -0.4274 -1.5661
O 0.1205 -0.1234 -2.9671
O -0.8381 -1.8870 -1.3634
C -0.3171 -3.0994 -1.9399
O 0.9792 -0.4391 -0.5691
C 0.8524 -0.6029 0.8238
H -0.5104 2.0805 -2.1566
H -1.4104 2.6244 -0.6079
H -2.3220 2.0949 -1.9285
H -1.1572 -3.4450 -2.5429
H -0.0389 -3.7270 -1.1000
H 0.4691 -2.8706 -2.6606
H 0.8563 -1.6599 1.1156
H -0.1175 -0.2290 1.1641
H 1.6704 -0.1541 1.3848
C 3.3930 1.6919 -0.5614
O 3.7213 1.7282 -1.9632
P 4.1692 3.0755 -2.6671
O 3.4825 4.2487 -2.0958
O 3.9508 2.9472 -4.2617
C 4.3426 1.8116 -5.0087
O 5.7828 3.1162 -2.6344
C 6.3726 4.3896 -2.3419
H 3.9943 2.4584 -0.0733
H 3.6705 0.7528 -0.0862
H 2.3181 1.8376 -0.5402
H 4.6849 2.0632 -6.0131
H 3.4527 1.1935 -5.1710
H 5.1131 1.2102 -4.5240
H 5.6732 5.2164 -2.4410
H 7.2491 4.5981 -2.9499
H 6.6905 4.3584 -1.2996
C 2.6824 -5.5052 0.2901
O 1.8974 -4.6457 1.1019
P 2.2511 -4.3762 2.6362
O 2.4989 -5.5069 3.5276
O 1.0826 -3.3868 3.0297
C 1.0825 -2.7228 4.3048
O 3.5152 -3.3427 2.4913
C 4.5904 -3.4527 3.3991
H 3.0219 -6.3548 0.8786
H 3.4759 -4.9701 -0.2346
H 2.0701 -5.8690 -0.5381
H 1.4055 -1.7036 4.0887
H 1.8984 -3.1510 4.8983
H 0.1502 -2.8730 4.8381
H 5.5519 -3.5464 2.8988
H 4.4504 -4.2476 4.1376
H 4.6768 -2.5919 4.0770
O -4.0139 3.7549 -0.5033
S -4.4247 5.1417 -0.3593
O -4.1950 5.8450 0.8816
C -3.8564 6.1948 -1.7418
C -5.0983 6.7778 -2.4135
C -6.3290 6.6559 -1.5099
C -6.1943 5.3299 -0.7662
H -3.3642 5.5733 -2.4915
H -3.0856 6.8710 -1.3791
H -4.9443 7.7928 -2.7874
H -5.3482 6.2709 -3.3516
H -7.2160 6.8502 -2.1043
H -6.2198 7.4046 -0.7205
H -6.6475 4.4025 -1.1216
H -6.6288 5.3264 0.2404
O -2.1160 -4.4928 4.7025
S -3.1775 -4.5856 3.7183
O -4.4510 -5.1986 4.0203
C -3.5073 -2.9684 3.0169
C -2.5048 -2.7443 1.8625
C -2.2312 -4.1351 1.2203
C -2.5583 -5.2902 2.1669
H -3.5258 -2.2204 3.8122
H -4.5788 -3.0496 2.8144
H -2.9149 -1.9893 1.1979
H -1.5733 -2.3769 2.2890
H -1.1767 -4.2193 0.9429
H -2.6853 -4.3053 0.2427
H -1.7340 -5.9545 2.4078
H -3.4638 -5.8162 1.8677
*
```


No. 2
Below is a structure of composition C17H44BCoN3O3 at a distorted geometry, with properties calculated with ωB97M-V with the def2-TZVPD basis set.

Values from the calculation:
* expectation value of S²: 3.757
* ΔE to the lowest compared entry with this formula, charge and spin: 0.758 eV
* Kohn-Sham gap (alpha / beta): 5.880 / 5.844 eV
* strongest force on any atom: 2.070 eV Å⁻¹
* M: 408.30 g/mol

The geometry in ORCA input format:
```
! wB97M-V def2-TZVPD RIJCOSX def2/J DEFGRID3
* xyz 0 4
Co 0.5139 0.7845 0.7489
B 2.7094 1.1548 0.2769
H 2.0931 0.8710 -0.6711
H 3.7283 1.6505 0.0415
H 2.0914 1.9115 0.8940
H 2.8540 0.1723 0.8816
C -1.2529 -0.5782 -2.7121
C -1.0458 -1.8701 -1.8849
C -1.1923 -3.1060 -2.7713
C 0.0382 -3.4134 -3.6181
C 1.2184 -3.5497 -2.6484
C 1.4302 -2.3478 -1.7332
N 0.1755 -1.9558 -1.1275
O 0.2793 -1.1089 -0.0460
C 2.0018 -1.2004 -2.6024
C 2.5255 -2.6839 -0.7109
C -2.2353 -1.9239 -0.8920
H -0.5302 -0.4976 -3.5263
H -0.9037 0.2085 -2.0313
H -2.2826 -0.4010 -3.0096
H -2.0100 -2.9159 -3.4787
H -1.5289 -3.9507 -2.1668
H 0.1862 -2.6843 -4.4133
H -0.1552 -4.3813 -4.0874
H 2.1213 -3.8962 -3.1616
H 1.0326 -4.4265 -2.0107
H 1.9730 -0.2764 -2.0211
H 1.4506 -1.0200 -3.5289
H 3.0318 -1.3772 -2.9260
H 3.4280 -3.0117 -1.2251
H 2.1763 -3.5260 -0.1034
H 2.7371 -1.8514 -0.0435
H -2.0280 -2.7343 -0.1921
H -3.2230 -2.0377 -1.3445
H -2.3102 -0.9870 -0.3320
C -0.3920 4.4424 -1.3842
C 0.0898 3.4020 -0.3771
C -0.4526 3.6946 1.0315
O 0.1345 2.8178 1.9638
C 0.1730 3.3290 3.2955
N -0.3044 2.0209 -0.8273
H 0.0449 4.2196 -2.3587
H -0.0519 5.4302 -1.0673
H -1.4777 4.4625 -1.5107
H 1.1745 3.4826 -0.4104
H -1.5485 3.7404 1.0598
H -0.0963 4.7044 1.2857
H 0.8682 4.1695 3.2663
H 0.5534 2.5726 3.9749
H -0.8376 3.6151 3.5913
H -1.2971 2.0386 -1.0505
H 0.1538 1.9859 -1.7373
C -0.0316 -1.3926 4.4914
C -0.2226 -0.7712 3.0945
C -1.4951 0.0699 3.0033
O -1.5442 0.6280 1.6936
C -2.8258 1.0748 1.3599
N 0.9690 -0.0363 2.6446
H -1.0218 -1.7051 4.8301
H 0.3957 -0.6849 5.2085
H 0.6617 -2.2316 4.4748
H -0.3624 -1.6201 2.4205
H -1.5598 0.8848 3.7303
H -2.2721 -0.6808 3.1754
H -3.5817 0.2910 1.2790
H -2.7907 1.4989 0.3509
H -3.1900 1.9273 1.9449
H 1.5923 -0.7556 2.2721
H 1.4475 0.3357 3.4585
*
```


No. 3
Below is a structure of composition C17H44BeN4O7 at a distorted geometry, with properties calculated with ωB97M-V with the def2-TZVPD basis set.

Values from the calculation:
* expectation value of S²: 0.750
* Kohn-Sham gap (alpha / beta): 2.103 / 5.259 eV
* strongest force on any atom: 6.435 eV Å⁻¹
* M: 425.57 g/mol

The geometry in ORCA input format:
```
! wB97M-V def2-TZVPD RIJCOSX def2/J DEFGRID3
* xyz -1 2
Be 14.0950 21.7503 15.0733
C 16.6504 23.3449 14.7214
O 15.5006 23.8284 14.7367
O 17.6542 23.9925 14.5263
O 16.6437 22.1142 14.9083
C 10.9293 25.0549 12.9137
C 11.1818 23.5327 13.1649
C 10.5947 22.6260 12.0257
O 11.0100 21.2433 12.2510
C 10.3128 20.3608 11.4096
N 12.6151 23.2571 13.4295
H 11.4626 25.4684 12.0578
H 11.3236 25.6446 13.7413
H 9.8655 25.2819 12.9834
H 10.6237 23.2857 14.0680
H 10.8981 23.0357 11.0623
H 9.5200 22.8081 12.0287
H 10.5884 20.3852 10.3553
H 9.2490 20.5947 11.3670
H 10.4273 19.3387 11.7708
H 12.9705 22.7199 12.6516
H 13.0638 24.1426 13.2429
C 14.1891 17.5025 13.3894
C 13.7834 18.8276 13.8412
C 12.3193 18.9914 14.4069
O 12.1858 20.2586 14.9384
C 10.8904 20.6293 15.3350
N 14.7824 19.2884 14.7652
H 15.1585 17.6218 12.9054
H 13.4338 17.1052 12.7113
H 14.2759 16.8129 14.2290
H 13.7763 19.4465 12.9440
H 12.1818 18.2559 15.1995
H 11.5201 18.8217 13.6854
H 10.1114 20.3503 14.6254
H 10.8582 21.7187 15.3184
H 10.6799 20.3190 16.3585
H 15.6258 19.3017 14.2097
H 14.9187 18.5788 15.4708
C 13.9844 22.7197 10.2720
C 14.1938 21.3303 11.0137
C 15.2458 20.4235 10.3228
O 14.6178 19.9733 9.1815
C 15.5072 19.0297 8.5584
N 14.7210 21.6738 12.2773
H 13.1079 23.3048 10.5505
H 13.8573 22.5970 9.1965
H 14.8956 23.3171 10.3012
H 13.2098 20.8650 11.0717
H 15.5054 19.5920 10.9780
H 16.1022 21.0340 10.0365
H 16.4500 19.3999 8.1556
H 14.9403 18.7304 7.6769
H 15.6227 18.1514 9.1935
H 15.3678 22.4487 12.2409
H 15.4014 20.9982 12.5947
C 13.6530 20.5915 19.5318
C 13.4648 21.1309 18.0689
C 12.7619 22.4575 17.9925
O 12.7881 23.0428 16.6566
C 12.2302 24.3051 16.6784
N 14.7635 21.0239 17.3778
H 14.0224 19.5719 19.6413
H 12.7011 20.5997 20.0628
H 14.3316 21.1977 20.1319
H 12.7655 20.4995 17.5209
H 13.1515 23.1861 18.7035
H 11.7004 22.3706 18.2244
H 12.5481 24.9075 15.8275
H 12.3576 24.8713 17.6011
H 11.1846 24.1327 16.4232
H 15.4287 21.7389 17.6357
H 15.2224 20.1952 17.7282
*
```